C58H146N10O19 | ωB97M-V/def2-TZVPD

Geometry as XYZ:
```
233
Properties=species:S:1:pos:R:3:forces:R:3
C 13.9984 -1.0899 -14.4730 -0.31 0.47 -0.34
O 14.1170 0.2736 -14.8254 -0.86 0.21 0.90
C 15.4072 0.6412 -15.1505 1.23 1.01 -0.56
C 15.4619 2.1474 -15.3517 -0.73 0.90 0.15
N 16.7342 2.8153 -15.5050 1.23 0.83 0.42
C 17.5045 2.6183 -16.7265 0.19 -0.97 0.42
C 18.5703 3.7283 -16.9435 -0.55 -0.40 0.38
O 18.0034 4.9302 -17.4083 -0.48 0.43 -1.09
C 17.9784 4.9701 -18.8518 -0.12 0.11 0.43
H 13.9639 -1.6193 -15.4252 -0.07 -0.72 0.25
H 13.0864 -1.1983 -13.8860 -0.17 -0.07 -0.36
H 14.7981 -1.4534 -13.8277 0.39 0.09 -0.15
H 15.6884 0.2135 -16.1128 0.44 -0.69 0.04
H 16.0851 0.4032 -14.3308 0.39 -0.40 -0.12
H 15.0298 2.5883 -14.4534 -0.24 0.04 0.00
H 14.8126 2.4056 -16.1882 -0.46 -0.11 -0.28
H 16.5991 3.8158 -15.5348 -0.60 0.23 0.79
H 16.7683 2.5179 -17.5240 0.36 0.05 -0.87
H 17.9913 1.6602 -16.5444 0.38 -0.16 -0.74
H 19.3898 3.4752 -17.6161 -0.18 -0.65 -0.11
H 19.0334 3.9351 -15.9787 -0.10 0.10 0.19
H 17.2946 5.7361 -19.2177 -0.20 0.02 0.34
H 17.6632 4.0128 -19.2668 -0.04 -0.12 -0.02
H 18.9520 5.2427 -19.2589 0.33 -0.17 0.15
C 19.8270 17.4935 -13.3849 0.74 -0.25 -0.53
O 19.5751 16.7984 -14.5980 -0.41 0.15 -0.39
C 20.7325 16.5805 -15.4098 -0.58 0.04 -0.20
C 20.3314 15.8748 -16.7291 0.55 -0.83 0.38
N 21.4960 15.3298 -17.4653 0.24 0.69 1.28
C 21.1064 14.8225 -18.7529 0.53 -0.73 -0.90
C 22.0158 13.7034 -19.3239 -0.55 -0.90 -0.12
O 21.2040 12.9396 -20.2218 -0.17 1.49 -0.88
C 21.8186 11.7936 -20.7803 -0.29 -1.02 1.90
H 20.6118 16.9651 -12.8437 0.00 -0.13 0.42
H 18.9270 17.5783 -12.7759 -0.04 -0.28 -0.28
H 20.2156 18.4956 -13.5664 -0.05 0.26 -0.18
H 21.4478 16.0231 -14.8051 0.25 -0.39 -0.28
H 21.2012 17.5248 -15.6868 0.11 0.39 0.17
H 19.7860 16.5324 -17.4060 -0.41 0.34 0.30
H 19.7194 15.0036 -16.4959 -0.28 0.19 0.08
H 22.1003 16.1250 -17.6155 0.46 -0.04 0.00
H 21.0799 15.6315 -19.4829 -0.40 0.05 -0.29
H 20.1146 14.3810 -18.6561 -0.06 -0.02 -0.20
H 22.3735 13.0344 -18.5412 -0.10 0.00 0.50
H 22.9210 14.0070 -19.8497 0.02 0.62 -0.09
H 22.8512 11.8455 -21.1256 -0.02 0.69 -0.28
H 21.1716 11.3007 -21.5059 -0.01 0.50 -0.17
H 21.8108 11.1504 -19.9004 0.51 -0.92 -0.24
C 15.4916 8.3085 -18.8497 -0.67 0.93 -1.20
O 16.3032 9.4548 -19.3592 -0.79 -1.78 0.77
C 15.5397 10.2895 -20.2387 -0.53 0.00 0.30
C 16.3411 11.4684 -20.7303 1.66 -1.14 -0.50
N 17.3021 11.0499 -21.8017 -2.59 1.04 0.19
C 18.1973 12.1415 -22.1066 1.02 -0.76 0.12
C 19.1206 11.8649 -23.3255 -1.29 0.14 0.08
O 18.5440 12.3567 -24.5413 0.43 0.65 -0.15
C 17.2850 11.8130 -24.8595 -0.01 -0.74 0.81
H 15.9467 7.4467 -18.3615 1.27 0.88 0.42
H 15.0304 7.7649 -19.6742 -0.18 0.51 -0.46
H 14.6879 8.6936 -18.2221 0.09 0.11 0.17
H 14.6848 10.6495 -19.6664 -0.30 0.10 -0.01
H 15.1728 9.7480 -21.1106 -0.06 -0.41 -0.03
H 16.8959 11.8259 -19.8628 0.17 0.43 0.34
H 15.7090 12.2864 -21.0760 -0.17 -0.12 -0.14
H 17.6938 10.1458 -21.5800 0.83 0.01 0.11
H 18.8061 12.3277 -21.2218 0.52 0.38 0.15
H 17.6033 13.0434 -22.2547 0.03 0.12 -0.30
H 19.2869 10.7914 -23.4156 -0.12 -0.37 0.03
H 20.1146 12.2973 -23.2115 -0.26 0.42 -0.14
H 16.5191 12.0312 -24.1154 -0.04 0.32 0.19
H 17.3836 10.7287 -24.8069 -0.20 -0.37 -0.42
H 16.8994 12.1364 -25.8264 0.58 0.13 -0.09
C 20.4985 13.8973 -9.2277 0.66 -0.31 -0.92
O 21.3898 14.6591 -10.0347 0.93 -0.01 -1.30
C 22.1298 14.0663 -11.1831 -1.39 0.08 0.70
C 21.1956 13.5535 -12.3522 1.22 0.11 0.88
N 20.8070 12.1502 -12.2025 -1.30 0.29 0.16
C 19.9274 11.7151 -13.3026 0.13 0.21 0.74
C 18.4210 12.0757 -13.1406 0.27 0.21 -0.90
O 17.7948 12.1201 -14.4386 -0.93 -1.98 1.02
C 17.8368 13.3545 -15.0847 1.32 -0.25 0.47
H 20.4681 14.3936 -8.2577 -0.01 -0.14 -0.02
H 20.8590 12.8710 -9.1586 -0.02 -0.13 0.34
H 19.4989 13.8549 -9.6604 -0.15 0.08 -0.05
H 22.8396 13.3158 -10.8354 -0.44 -0.71 0.22
H 22.8355 14.8495 -11.4600 -0.60 0.40 -0.42
H 21.6465 13.6722 -13.3374 0.67 0.29 -0.15
H 20.3458 14.2344 -12.4002 -0.39 -0.29 0.31
H 21.5877 11.5095 -12.1934 0.34 0.39 0.13
H 20.0328 10.6311 -13.3456 -0.29 -0.09 -0.12
H 20.3361 12.0849 -14.2430 -0.28 0.25 -0.43
H 18.1725 13.0054 -12.6288 0.66 0.40 0.10
H 17.9573 11.3200 -12.5067 -0.23 -0.27 -0.43
H 18.9048 13.5684 -15.0434 0.09 1.18 -0.42
H 17.2472 14.1034 -14.5559 -0.03 0.24 -0.14
H 17.5443 13.2318 -16.1276 -0.20 -0.03 0.16
C 16.2153 7.1651 -12.3105 0.60 -0.14 -0.78
O 16.8435 7.0418 -13.6388 -0.37 1.78 1.46
C 17.7004 8.2126 -13.9186 -0.81 -0.95 -0.42
C 18.1241 8.2257 -15.4162 1.92 -0.17 1.55
N 19.1153 7.1712 -15.7200 -1.14 -0.55 -0.14
C 20.5044 7.5593 -15.8056 0.35 -0.92 -0.48
C 21.3075 6.3776 -16.3895 0.24 1.18 0.01
O 21.1472 6.2646 -17.8007 -0.81 -0.17 1.12
C 21.7188 5.0671 -18.2908 0.12 1.41 -0.28
H 15.7880 8.1354 -12.0575 0.03 0.47 -0.70
H 16.9240 6.9929 -11.5004 0.36 -0.33 -0.11
H 15.3869 6.4656 -12.1991 0.26 -0.28 -0.42
H 18.5282 8.2246 -13.2096 0.59 -0.48 -0.25
H 17.2047 9.1501 -13.6669 -0.70 0.07 -0.27
H 18.7577 9.1029 -15.5475 -0.71 0.97 0.05
H 17.2626 8.2881 -16.0810 0.10 -0.33 0.01
H 18.8824 6.7177 -16.5919 -0.22 -0.29 0.05
H 20.9714 7.7336 -14.8362 -0.28 0.15 0.35
H 20.6546 8.4476 -16.4192 0.20 0.24 -0.24
H 21.0617 5.4683 -15.8409 -0.37 -0.29 -0.19
H 22.3599 6.5671 -16.1780 0.38 0.05 -0.03
H 21.3107 4.1790 -17.8082 0.01 -0.11 -0.13
H 22.7936 5.1536 -18.1314 0.29 -0.51 -0.08
H 21.5027 5.1540 -19.3556 0.15 -0.71 -0.08
C 23.2892 5.5337 -24.3668 -0.04 0.53 -0.58
O 22.4112 4.5046 -23.9871 -0.52 0.07 1.09
C 21.8691 4.7502 -22.6644 2.26 1.19 -0.62
C 21.0102 3.6769 -22.1589 0.56 -0.53 0.51
N 19.6828 3.7964 -22.6394 -0.84 0.18 -0.68
C 18.7827 2.8673 -21.9979 -0.20 0.39 -0.03
C 17.3378 3.2471 -22.3586 1.19 0.06 1.47
O 16.4586 2.3243 -21.7133 -0.02 -0.36 0.20
C 15.1998 2.8889 -21.4382 -0.65 1.33 -1.36
H 23.6843 5.3053 -25.3567 0.06 -0.19 0.07
H 24.1126 5.7372 -23.6821 0.18 -0.51 0.30
H 22.7805 6.4937 -24.4541 -0.37 0.23 -0.03
H 21.4240 5.7421 -22.5863 -0.67 0.07 -0.47
H 22.7250 4.8808 -22.0022 0.45 -0.36 0.22
H 21.0898 3.7415 -21.0737 -0.43 -0.11 0.20
H 21.4146 2.7091 -22.4554 0.50 -0.31 0.16
H 19.8002 3.5175 -23.6030 -0.66 0.30 -0.71
H 18.9881 3.0308 -20.9400 -0.50 -0.44 0.28
H 19.0116 1.8350 -22.2627 -0.14 -0.37 0.10
H 17.3005 3.3675 -23.4413 -0.71 -0.55 -0.31
H 17.2153 4.2471 -21.9425 -0.34 0.20 0.08
H 15.2076 3.7654 -20.7903 0.59 0.13 0.32
H 14.3598 2.2947 -21.0784 0.84 -1.06 0.15
H 14.8444 3.2648 -22.3976 -0.44 0.28 -0.22
C 14.8263 2.6175 -28.0543 -0.28 -0.97 -1.48
O 14.4044 3.7563 -27.4233 0.42 1.84 1.85
C 15.3184 4.2941 -26.3948 -0.35 0.44 -0.96
C 15.0810 5.8362 -26.1880 -0.14 -1.39 0.27
N 15.7811 6.6813 -27.1098 0.41 0.55 -0.80
C 15.4522 8.1159 -26.9962 1.05 -0.79 -0.78
C 16.1489 8.8690 -28.1332 0.19 1.28 3.21
O 15.6634 8.4762 -29.3241 -0.67 -0.86 -1.75
C 16.2526 9.1169 -30.4222 0.59 -0.38 -0.22
H 15.5642 2.8548 -28.8206 0.80 -0.26 0.32
H 14.0149 2.2244 -28.6668 -0.53 0.26 0.05
H 15.0536 1.7521 -27.4317 0.66 0.23 0.44
H 16.3714 4.1519 -26.6378 0.12 0.07 -0.76
H 15.2370 3.6708 -25.5044 -0.64 0.32 0.41
H 15.4618 6.0836 -25.1971 -0.22 -0.03 0.26
H 14.0142 6.0511 -26.2510 -0.44 -0.24 0.42
H 15.5260 6.4406 -28.0569 0.04 -0.31 -0.22
H 15.8670 8.5102 -26.0686 -0.33 0.01 0.21
H 14.3806 8.2852 -27.1021 -0.30 0.16 0.36
H 17.2271 8.8789 -27.9733 0.51 -0.99 -0.57
H 15.9800 9.9229 -27.9121 -0.66 0.64 -0.28
H 16.0177 8.5459 -31.3204 -0.29 0.18 0.03
H 17.3371 9.0776 -30.3197 0.25 0.14 0.01
H 15.9550 10.1614 -30.5152 -0.20 0.10 0.00
C 24.9446 7.3738 -21.0635 0.74 -0.18 0.99
O 24.8796 8.3722 -20.0727 0.00 0.89 -0.26
C 23.7296 8.4583 -19.2964 -0.93 0.83 0.95
C 23.8917 9.6571 -18.3540 0.69 -0.08 0.87
N 25.0665 9.4937 -17.4824 1.67 0.18 -0.28
C 24.9286 8.7381 -16.2435 -1.52 0.20 -1.15
C 26.1912 8.3476 -15.5065 -0.23 0.01 -0.82
O 27.0800 7.6745 -16.4041 -1.12 1.04 -0.62
C 28.1974 7.1514 -15.8190 1.13 -0.80 1.27
H 24.1778 7.3625 -21.8381 -0.28 0.40 0.11
H 24.9447 6.4355 -20.5089 -0.03 -0.60 -0.42
H 25.9296 7.5442 -21.4982 -0.13 -0.34 -0.33
H 23.5641 7.6191 -18.6207 0.16 -0.74 -0.21
H 22.8195 8.5831 -19.8831 -0.11 -0.04 -0.32
H 23.0697 9.8299 -17.6593 -0.57 -0.41 -0.37
H 23.9968 10.5922 -18.9042 0.17 -0.06 -0.23
H 25.7781 9.0117 -18.0129 0.26 0.20 -0.33
H 24.3639 7.8330 -16.4671 -0.16 -0.54 0.26
H 24.2689 9.3741 -15.6532 0.13 -0.26 0.79
H 25.8681 7.6439 -14.7393 0.19 0.03 0.42
H 26.6297 9.2464 -15.0727 0.48 -0.07 0.11
H 28.7600 7.8313 -15.1793 0.03 0.69 -0.09
H 28.9125 6.7450 -16.5342 -0.35 0.14 -0.38
H 27.9539 6.3448 -15.1275 -0.26 -0.47 0.08
C 14.9269 6.5565 -22.1467 -0.05 0.44 1.10
O 16.1950 6.7311 -21.5658 0.61 -0.02 -0.16
C 17.2071 7.0944 -22.5176 0.68 -0.13 1.30
C 18.5173 7.3648 -21.7368 -0.39 0.92 -0.51
N 18.4598 8.5424 -20.8560 -0.09 -0.42 -0.61
C 19.5687 8.6212 -19.9214 -0.34 0.41 0.57
C 19.3135 9.8184 -18.9926 0.02 -0.12 0.74
O 20.4752 10.1169 -18.2368 0.49 0.47 0.53
C 20.3562 11.2167 -17.3071 -0.09 -1.40 -0.25
H 14.2417 6.3169 -21.3335 -0.01 -0.23 0.13
H 14.8927 5.7225 -22.8477 0.02 0.29 -0.48
H 14.5979 7.5407 -22.4802 -0.25 -0.17 -0.93
H 16.9373 7.9776 -23.0967 -0.28 0.23 0.05
H 17.3546 6.2615 -23.2051 0.18 -0.11 -0.17
H 19.2568 7.6642 -22.4794 0.27 -0.57 -0.26
H 18.8593 6.4717 -21.2139 -0.01 -0.29 -0.01
H 17.6300 8.5537 -20.2804 -0.29 -0.22 -0.12
H 20.5514 8.7060 -20.3852 -0.07 0.04 -0.32
H 19.5461 7.7146 -19.3167 0.56 -0.16 0.33
H 18.5091 9.5458 -18.3094 -0.19 -0.05 0.18
H 18.9579 10.7190 -19.4932 0.13 0.07 -0.54
H 19.7782 10.9452 -16.4237 -0.74 -0.15 -0.12
H 19.9164 12.0852 -17.7974 0.26 0.22 0.04
H 21.3356 11.3644 -16.8519 0.28 0.43 -0.65
C 18.9174 5.5630 -26.0176 -0.43 1.08 -0.36
C 19.8708 4.7205 -26.8591 -1.35 -1.19 -0.04
C 20.9728 5.4262 -27.6355 0.49 1.06 1.63
O 21.8515 4.5044 -28.1823 0.06 -1.71 -0.31
C 22.9233 5.0474 -28.8813 0.13 0.39 -0.70
N 20.3389 3.7218 -25.8785 0.04 0.64 -0.45
H 19.4392 6.2461 -25.3474 0.20 -0.06 0.19
H 18.2603 4.9284 -25.4230 0.39 -0.34 0.15
H 18.1905 6.1661 -26.5616 0.32 0.21 -0.50
H 19.2367 4.2003 -27.5771 0.02 -0.17 -0.31
H 21.5993 5.9982 -26.9511 -0.20 0.50 0.64
H 20.6017 6.1861 -28.3232 -0.31 -0.23 -0.59
H 23.7039 5.5686 -28.3270 -0.36 0.36 0.84
H 22.4864 5.7495 -29.5914 0.46 0.16 -0.51
H 23.5073 4.2687 -29.3719 -0.54 -0.28 -0.26
H 20.8918 4.3459 -25.3086 0.67 -0.67 0.78
H 20.9651 3.0407 -26.2836 0.29 0.11 -0.21
```
Positions in Å, forces in eV/Å.

Output
DFT total energy: -116299.9758 eV
HOMO (alpha / beta): 0.71 / -6.28 eV
net charge: -1
⟨S²⟩: 0.75
multiplicity: 2

Atomic partial charges in e from the Löwdin method, atoms 1 to 4: -0.10, -0.19, -0.26, -0.22

***

CH5N3O | ωB97M-V/def2-TZVPD

Geometry as XYZ:
```
10
Properties=species:S:1:pos:R:3:forces:R:3
C -0.8714 0.4438 -0.2999 -0.49 -0.95 1.63
N 0.4336 0.7876 0.2796 2.23 1.38 0.23
N -0.2607 -0.4785 -1.1174 -0.38 -2.44 -0.34
N 0.9659 0.0184 1.1433 -0.17 0.89 2.05
O 0.1220 -1.6013 -0.3193 -0.40 1.09 -1.04
H -1.6707 0.2873 0.5119 1.22 -0.19 -1.14
H -1.0327 1.2446 -0.9167 -1.48 2.03 -1.50
H 1.0879 1.1866 -0.4795 -1.24 -1.06 1.62
H 0.2730 -0.0652 1.9668 0.91 -0.40 -1.81
H 0.9530 -1.8232 -0.7688 -0.19 -0.34 0.30
```
Positions in Å, forces in eV/Å.

Output
DFT total energy: -7630.2125 eV
ΔE to the lowest compared entry with this formula, charge and spin: 523.4 kJ/mol
HOMO (alpha / beta): -8.32 / -8.06 eV
net charge: 0

Atomic partial charges in e from the natural (NBO) method, atoms 1 to 4: -0.13, -0.24, -0.24, -0.42